{"formula": "C10H20N2O4", "method": "ωB97M-V with the def2-TZVPD basis set", "elements": ["C", "C", "C", "C", "C", "N", "C", "O", "C", "N", "C", "C", "O", "C", "O", "O", "H", "H", "H", "H", "H", "H", "H", "H", "H", "H", "H", "H", "H", "H", "H", "H", "H", "H", "H", "H"], "coordinates": [[2.0696, 2.6603, 0.7654], [1.6355, 2.2672, -0.6437], [2.5474, 2.9161, -1.6958], [1.6121, 0.7432, -0.8836], [0.7511, -0.1120, 0.0571], [-0.6264, 0.3492, 0.0301], [-1.6863, -0.2829, 0.6509], [-2.7012, 0.3478, 0.8935], [-1.6155, -1.7855, 0.8860], [-2.5339, -2.2104, 1.9310], [-1.9394, -2.5458, -0.4212], [-3.3606, -2.3282, -0.9150], [-0.9811, -2.2367, -1.4333], [1.2762, -0.2322, 1.5021], [0.5905, -0.0615, 2.4761], [2.5577, -0.6126, 1.6272], [1.3715, 2.3071, 1.5280], [3.0743, 2.2249, 1.0045], [2.1592, 3.7683, 0.8484], [0.6330, 2.6488, -0.8021], [3.5865, 2.5683, -1.5702], [2.2499, 2.6171, -2.7224], [2.5194, 3.9890, -1.6184], [1.2807, 0.5584, -1.9090], [2.6614, 0.3700, -0.8735], [0.7727, -1.1285, -0.3520], [-0.7241, 1.3444, 0.0755], [-0.6015, -2.0679, 1.1776], [-2.1010, -1.9792, 2.8437], [-3.3776, -1.6177, 1.8561], [-1.7691, -3.5807, -0.2153], [-3.5150, -2.8987, -1.8594], [-4.0751, -2.6832, -0.1475], [-3.5586, -1.2715, -1.0847], [-1.1693, -1.3174, -1.7631], [2.9872, -0.7275, 0.7570]], "forces_ev_per_a": [[0.81, 0.20, 0.19], [0.45, -0.26, -0.14], [-0.02, -1.00, -0.40], [0.60, 0.11, 0.05], [-0.14, -0.12, 0.02], [0.33, -0.49, 0.11], [-0.22, 0.46, -0.14], [0.26, -0.23, -0.01], [-0.02, -0.20, -0.03], [0.00, 0.61, 0.68], [-0.02, 0.73, -0.25], [-0.24, -0.68, 0.01], [-0.18, 1.32, -0.57], [-0.47, 0.20, 0.12], [0.36, -0.10, -0.46], [0.42, -0.17, -0.37], [0.04, 0.14, -0.02], [-0.72, 0.35, -0.18], [-0.11, -0.77, -0.01], [-0.34, 0.14, -0.12], [-0.27, 0.20, 0.08], [0.05, 0.26, 0.51], [0.05, 0.45, -0.01], [-0.13, -0.02, 0.08], [-0.46, 0.20, 0.10], [-0.01, 0.02, 0.10], [-0.18, 0.45, -0.01], [-0.09, -0.02, -0.03], [-0.51, -0.19, -0.73], [0.58, -0.39, 0.17], [-0.03, -0.73, 0.23], [0.06, 0.41, 0.69], [0.29, 0.12, -0.47], [-0.02, 0.12, -0.11], [0.21, -1.25, 0.43], [-0.35, 0.10, 0.50]], "lowdin_charge": [-0.061, -0.429, -0.078, -0.121, -0.237, 0.125, -0.430, 0.074, -0.290, 0.065, -0.386, -0.035, -0.058, -0.498, 0.130, 0.125, 0.073, 0.100, 0.094, 0.123, 0.087, 0.087, 0.070, 0.124, 0.125, 0.144, 0.131, 0.139, 0.097, 0.084, 0.137, 0.095, 0.088, 0.078, 0.110, 0.117], "gap_ev": 9.845, "homo_energy_ev": -9.49, "e_lumo_ev": 0.3572, "de_lowest_kcal_mol": 16.65, "smiles": "CC(C)C[C@H](NC(=O)[C@@H](N)[C@@H](C)O)C(=O)O", "total_energy_ev": -21865.70262, "fmax_ev_per_a": 1.45, "charge": 0}